Formula: C6H12
Source: OMol25
Level of theory: ωB97M-V/def2-TZVPD

```
18
Properties=species:S:1:pos:R:3:forces:R:3:mulliken_charge:R:1
C -1.3190 -1.4842 0.7443 -0.040 -0.020 0.005 -1.609
C -0.0240 -0.7705 0.3703 0.045 -0.039 -0.007 0.579
C 0.1656 0.6001 1.0800 -0.003 0.015 0.055 -0.745
C 0.5085 1.6159 -0.0310 -0.005 0.069 0.004 -0.586
C 1.0265 0.7527 -1.1879 0.044 0.008 -0.024 -0.615
C 0.0935 -0.4576 -1.1340 -0.033 -0.024 -0.018 -0.855
H -2.1864 -0.8461 0.5310 0.131 -0.078 0.023 0.377
H -1.3445 -1.7390 1.8100 0.004 0.044 -0.148 0.390
H -1.4388 -2.4124 0.1736 0.016 0.111 0.084 0.367
H 0.8190 -1.4202 0.6427 -0.118 0.081 -0.041 0.227
H 0.9752 0.5434 1.8165 -0.111 -0.002 -0.112 0.260
H -0.7368 0.8897 1.6317 0.121 -0.035 -0.108 0.310
H -0.4003 2.1397 -0.3539 0.126 -0.072 0.036 0.268
H 1.2221 2.3795 0.2950 -0.094 -0.113 -0.044 0.325
H 1.0251 1.2714 -2.1529 -0.039 -0.079 0.149 0.355
H 2.0586 0.4336 -0.9892 -0.129 0.044 -0.007 0.277
H -0.8928 -0.1786 -1.5336 0.126 -0.030 0.074 0.301
H 0.4486 -1.3175 -1.7126 -0.041 0.120 0.078 0.376
```
Forces are in eV/Å.

Properties
HOMO, eV: -10.893
Charge: 0
LUMO energy, eV: 1.25
SMILES string: CC1CCCC1
M, g mol⁻¹: 84.16

Formula: C25H28N4O3S
Source: OMol25
Level of theory: ωB97M-V/def2-TZVPD

```
61
Properties=species:S:1:pos:R:3:forces:R:3:mulliken_charge:R:1
O 0.5611 -1.1133 -0.7417 0.275 -0.212 -0.083 -0.750
C 0.0409 -0.0570 -0.4256 0.083 0.372 0.018 -0.211
C 0.8589 1.2260 -0.3295 0.174 -0.350 -0.085 0.332
C 1.5254 1.2269 1.0543 -0.006 0.249 -0.104 0.032
C 2.5667 2.3389 1.1855 -0.261 -0.291 0.623 -1.288
N 3.4985 2.3629 0.0902 0.955 -0.469 0.128 0.164
S 4.9767 1.6195 0.2230 0.132 0.574 0.042 1.431
O 5.3677 1.6697 1.5972 -0.229 -0.237 -0.020 -0.720
O 5.8214 2.2641 -0.7446 -0.185 -0.243 -0.232 -0.775
C 4.8241 -0.0897 -0.3511 0.255 0.724 0.000 -0.364
C 5.2963 -0.3610 -1.6045 0.023 0.215 0.063 -0.111
C 5.2376 -1.6601 -2.1311 -0.095 -0.289 0.051 -0.840
C 4.7233 -2.6799 -1.3793 0.087 0.108 -0.166 -0.787
C 4.2457 -2.4365 -0.0766 -0.016 0.435 0.219 0.915
C 3.7214 -3.4526 0.7490 -0.071 0.097 0.232 -0.741
C 3.2833 -3.1372 2.0056 0.069 -0.191 -0.286 -0.706
C 3.3459 -1.7946 2.4168 -0.019 0.029 0.001 -0.319
N 3.8098 -0.8262 1.6778 0.065 0.218 0.414 -0.483
C 4.2825 -1.1129 0.4526 -0.075 -0.759 -0.205 0.668
C 2.9028 2.3816 -1.2203 -0.166 -0.152 -0.644 -1.256
C 1.9305 1.2212 -1.4245 -0.083 0.176 0.111 -0.453
N -1.2691 0.0066 -0.0931 -0.370 -0.196 0.068 0.404
C -1.9964 1.2096 0.2598 -0.109 0.384 0.067 -0.614
C -3.3492 0.8548 0.8776 0.104 0.096 0.085 -1.310
N -4.1441 0.1007 -0.0587 0.204 0.045 0.051 0.373
C -5.5201 0.0757 0.0087 -0.174 0.059 -0.026 0.872
C -6.2719 -0.4407 -1.0537 0.091 -0.089 -0.052 -0.442
C -7.6512 -0.4567 -1.0027 -0.048 -0.014 0.032 -0.629
C -8.3253 0.0477 0.0964 -0.161 0.012 0.023 -0.495
C -7.5935 0.5670 1.1498 -0.091 -0.010 -0.037 -0.699
C -6.2126 0.5790 1.1153 0.151 0.061 0.072 -0.442
C -3.4141 -0.8305 -0.8923 0.144 -0.114 -0.137 -0.814
C -2.0843 -1.1848 -0.2377 -0.069 -0.291 -0.195 -1.115
H 0.2341 2.1140 -0.4500 -0.045 0.011 0.018 0.715
H 2.0227 0.2690 1.2003 -0.163 0.111 0.000 -0.251
H 0.7742 1.3431 1.8385 -0.033 -0.019 0.078 0.535
H 2.0724 3.3180 1.2262 0.092 -0.031 0.012 0.396
H 3.1587 2.1975 2.0897 -0.211 0.117 0.091 0.524
H 5.7268 0.4475 -2.1741 0.055 0.036 -0.087 0.549
H 5.6083 -1.8446 -3.1278 0.029 -0.030 -0.069 0.424
H 4.6793 -3.6876 -1.7672 0.001 -0.085 -0.060 0.401
H 3.6733 -4.4650 0.3729 -0.003 -0.081 -0.008 0.419
H 2.8823 -3.8877 2.6689 -0.030 -0.059 0.043 0.398
H 2.9831 -1.5025 3.3943 -0.059 -0.059 0.120 0.460
H 2.3739 3.3350 -1.3423 0.115 -0.003 -0.014 0.425
H 3.7208 2.3462 -1.9401 -0.176 0.121 -0.151 0.507
H 2.4615 0.2693 -1.3863 -0.069 0.041 -0.066 -0.072
H 1.4573 1.3045 -2.4049 0.031 -0.038 -0.047 0.595
H -1.4291 1.7945 0.9877 -0.058 0.016 -0.068 0.561
H -2.1681 1.8277 -0.6319 -0.006 0.040 0.139 0.198
H -3.8680 1.7883 1.1110 0.096 -0.069 0.034 0.636
H -3.1865 0.3086 1.8203 -0.028 0.119 0.008 0.295
H -5.7755 -0.8157 -1.9350 0.068 -0.021 -0.082 0.371
H -8.2055 -0.8608 -1.8375 -0.032 -0.026 -0.070 0.360
H -9.4037 0.0366 0.1308 -0.091 0.000 0.003 0.377
H -8.1021 0.9607 2.0181 -0.029 0.026 0.069 0.357
H -5.6751 0.9683 1.9657 0.076 0.024 0.069 0.352
H -3.2225 -0.4003 -1.8867 -0.013 -0.165 0.004 0.255
H -3.9989 -1.7457 -1.0206 0.051 0.061 -0.019 0.707
H -2.2586 -1.6463 0.7411 -0.007 -0.053 -0.090 0.217
H -1.5234 -1.8908 -0.8536 -0.145 0.069 0.115 0.464
```
Forces are in eV/Å.

Properties
HOMO, eV: -7.846
Charge: 0
LUMO energy, eV: -0.19
SMILES string: O=C(C1CCN(S(=O)(=O)c2cccc3cccnc23)CC1)N1CCN(c2ccccc2)CC1
M, g mol⁻¹: 464.59

Table of relative energy (zero: lowest compared OMol25 entry of this formula, charge and spin) (kJ/mol), in record order: 8.9 202.6